The molecule C14H15N at a distorted geometry, computed with ωB97M-V/def2-TZVPD.

Calculated values
- Molar mass: 197.28 g mol⁻¹
- ΔE to the lowest compared entry with this formula, charge and spin: 476.1 kJ/mol
- HOMO-LUMO gap (spin up / spin down): 7.1 / 7.8 eV
- Total energy: -16246.0206 eV

Geometry as ORCA input:
```
! RIJCOSX wB97M-V def2-TZVPD def2/J DEFGRID3
* xyz 0 1
C -1.606 -1.309 -1.038
C 3.465 -0.435 -1.253
C 2.875 0.669 -0.644
C 2.738 -1.556 -1.626
C 1.544 0.596 -0.420
C 1.361 -1.552 -1.408
C 0.744 -0.458 -0.804
C -1.326 0.791 0.188
C -1.317 0.453 1.525
C -0.651 -0.356 -0.612
C -2.804 1.919 -1.500
C 0.279 -1.043 3.121
C -1.592 2.023 -0.437
C -1.144 -0.724 2.454
N -2.280 -2.110 -1.497
H 4.633 -0.450 -1.259
H 3.346 1.524 -0.239
H 3.158 -2.453 -1.990
H 1.119 1.471 0.204
H 0.773 -2.383 -1.548
H -3.742 1.389 -1.072
H -2.444 1.283 -2.350
H -3.008 2.951 -1.850
H 0.571 -0.352 3.824
H 0.833 -1.088 2.224
H 0.350 -2.025 3.671
H -1.868 2.826 0.312
H -0.740 2.482 -1.065
H -1.851 -0.531 3.209
H -1.413 -1.549 1.881
*
```